(1)
Here is a structure of composition C40H44N5PS4SeTi in a non-equilibrium geometry from the Open Molecules 2025 dataset. Energies are from ωB97M-V/def2-TZVPD.

```
! wB97M-V def2-TZVPD RIJCOSX def2/J DEFGRID3
* xyz 1 2
Ti 0.137 -0.283 0.890
S -1.092 -2.242 1.622
C -1.088 -3.401 0.304
C -1.374 -4.741 0.575
C -1.464 -5.673 -0.441
C -1.285 -5.290 -1.765
C -1.004 -3.967 -2.054
C -0.883 -3.036 -1.026
S -0.527 -1.344 -1.433
C 0.909 -1.553 -2.515
C 1.519 -0.214 -2.793
C 1.657 0.298 -4.071
C 2.319 1.510 -4.222
C 2.836 2.143 -3.109
C 2.638 1.554 -1.861
C 3.253 2.160 -0.626
S 2.662 1.494 0.944
C 3.856 0.262 1.376
C 5.116 0.683 1.800
C 6.066 -0.230 2.215
C 5.738 -1.582 2.240
C 4.483 -2.002 1.845
C 3.517 -1.093 1.393
S 1.992 -1.795 0.854
N 1.964 0.428 -1.712
H -1.527 -5.042 1.604
H -1.682 -6.706 -0.200
H -1.370 -6.012 -2.565
H -0.887 -3.657 -3.085
H 0.586 -2.027 -3.440
H 1.629 -2.189 -1.997
H 1.269 -0.240 -4.926
H 2.442 1.945 -5.206
H 3.386 3.071 -3.200
H 3.082 3.238 -0.604
H 4.335 2.015 -0.650
H 5.342 1.743 1.806
H 7.044 0.106 2.532
H 6.462 -2.311 2.577
H 4.229 -3.054 1.869
C -4.014 1.191 3.248
C -2.895 0.788 2.418
N -2.011 0.470 1.762
H -4.700 1.794 2.651
H -3.654 1.764 4.101
H -4.539 0.301 3.591
Se 0.921 -0.443 4.520
N 0.660 1.127 5.292
C 0.361 2.010 4.355
C 0.061 3.399 4.518
C -0.236 4.096 3.394
C -0.256 3.454 2.103
N 0.012 2.199 1.903
C 0.333 1.491 3.029
N 0.610 0.213 2.899
H 0.077 3.850 5.501
H -0.473 5.150 3.435
H -0.518 4.050 1.236
C -4.601 -1.822 -2.301
C -4.340 -0.372 -2.737
C -3.290 -0.403 -3.854
C -5.648 0.205 -3.280
P -3.609 0.458 -1.216
C -5.101 0.563 -0.157
C -6.082 1.557 -0.184
C -7.192 1.492 0.646
C -7.362 0.410 1.501
C -6.408 -0.596 1.528
C -5.280 -0.506 0.724
C -3.091 2.225 -1.631
C -3.155 3.083 -0.360
C -1.610 2.125 -2.020
C -3.833 2.960 -2.751
H -4.860 -2.414 -3.183
H -5.435 -1.892 -1.601
H -3.722 -2.276 -1.835
H -2.355 -0.848 -3.510
H -3.670 -1.011 -4.680
H -3.073 0.587 -4.256
H -6.051 -0.480 -4.032
H -5.512 1.170 -3.765
H -6.404 0.309 -2.502
H -5.999 2.382 -0.878
H -7.939 2.275 0.604
H -8.238 0.348 2.133
H -6.540 -1.453 2.178
H -4.524 -1.285 0.766
H -2.633 4.026 -0.551
H -2.665 2.586 0.479
H -4.174 3.327 -0.064
H -0.996 1.760 -1.188
H -1.235 3.118 -2.289
H -1.438 1.462 -2.871
H -4.900 3.055 -2.554
H -3.715 2.470 -3.716
H -3.426 3.971 -2.849
*
```

Properties
E_tot: -190732.865 eV
LUMO energy (spin up / spin down): -4.30 / -4.31 eV
HOMO energy (spin up / spin down): -9.51 / -9.52 eV
<S²>: 0.759
Energy above the lowest of the compared OMol25 structures with the same formula, charge and spin: 142.5 kJ/mol

***

(2)
Here is a structure of composition C5H8OS in a non-equilibrium geometry from the Open Molecules 2025 dataset. Energies are from ωB97M-V/def2-TZVPD.

```
! wB97M-V def2-TZVPD RIJCOSX def2/J DEFGRID3
* xyz 0 1
C 0.597 0.556 2.083
C 0.441 -1.717 0.372
C -0.841 -0.950 0.164
C 0.439 -0.228 0.276
C -0.160 1.548 -1.827
O -0.383 0.501 2.740
S 1.228 0.652 -1.001
H 1.522 1.107 2.294
H 0.525 -2.258 1.189
H 0.631 -2.423 -0.428
H -1.129 -1.029 -0.922
H -1.555 -0.889 0.998
H 0.082 2.090 -2.704
H -0.528 2.278 -1.157
H -0.869 0.764 -2.078
*
```

Properties
E_tot: -18194.095 eV
LUMO energy: 0.84 eV
HOMO energy: -8.18 eV
Energy above the lowest of the compared OMol25 structures with the same formula, charge and spin: 309.4 kJ/mol

***

(3)
Here is the molecule C4H7NO2 from the Open Molecules 2025 dataset. Energies are from ωB97M-V/def2-TZVPD.

```
! wB97M-V def2-TZVPD RIJCOSX def2/J DEFGRID3
* xyz 0 1
O -0.970 2.074 0.240
C -1.054 1.006 -0.326
C -0.118 -0.127 0.000
C 1.247 0.102 -0.628
O 1.797 1.342 -0.250
C -0.663 -1.471 0.284
N -0.092 -0.656 1.358
H -1.778 0.854 -1.152
H 1.163 0.064 -1.725
H 1.902 -0.718 -0.303
H 1.150 1.822 0.284
H -0.093 -2.360 0.018
H -1.745 -1.601 0.246
H -0.819 -0.245 1.939
*
```

Properties
E_tot: -9844.670 eV
SMILES: O=C[C@]1(CO)CN1
LUMO energy: 0.44 eV
HOMO energy: -10.00 eV
Energy above the lowest of the compared OMol25 structures with the same formula, charge and spin: 251.8 kJ/mol

***

(4)
Here is the ion C4H5N2S with charge +1 in a non-equilibrium geometry from the Open Molecules 2025 dataset. Energies are from ωB97M-V/def2-TZVPD.

```
! wB97M-V def2-TZVPD RIJCOSX def2/J DEFGRID3
* xyz 1 3
C 0.650 -3.314 1.336
C -0.310 0.098 0.683
C -0.306 1.379 -1.447
C -0.346 1.385 0.181
N 0.412 -0.948 0.828
N 0.303 -2.207 0.958
S 0.880 -4.822 1.711
H -1.114 0.815 -1.978
H 0.778 1.041 -1.613
H -0.410 2.469 -1.842
H -1.090 2.080 0.760
H 0.552 2.026 0.422
*
```

Properties
E_tot: -18030.445 eV
LUMO energy (spin up / spin down): -5.23 / -8.64 eV
HOMO energy (spin up / spin down): -12.33 / -14.63 eV
<S²>: 2.036
Energy above the lowest of the compared OMol25 structures with the same formula, charge and spin: 126.1 kJ/mol

***

(5)
Here is the molecule C4H5N in a non-equilibrium geometry from the Open Molecules 2025 dataset. Energies are from ωB97M-V/def2-TZVPD.

```
! wB97M-V def2-TZVPD RIJCOSX def2/J DEFGRID3
* xyz 0 1
C 1.421 0.164 -1.474
C 0.228 0.229 -0.975
N -0.953 -0.146 -0.808
C -1.345 -0.115 0.482
C -0.477 -0.075 1.498
H 1.752 1.043 -2.031
H 2.232 -0.584 -1.245
H -2.430 -0.257 0.706
H -1.016 -0.231 2.377
H 0.588 -0.028 1.470
*
```

Properties
E_tot: -5715.944 eV
SMILES: C=C=NC=C
LUMO energy: 0.42 eV
HOMO energy: -9.00 eV
Energy above the lowest of the compared OMol25 structures with the same formula, charge and spin: 280.0 kJ/mol

***

(6)
Here is a cluster of 14 separate species, C3H36NO14S in total in a non-equilibrium geometry from the Open Molecules 2025 dataset. Energies are from ωB97M-V/def2-TZVPD.

```
! wB97M-V def2-TZVPD RIJCOSX def2/J DEFGRID3
* xyz 1 1
C 2.968 1.403 -1.237
O 3.211 0.178 -1.952
C 1.484 1.340 -0.607
C 0.648 2.542 -0.571
S 1.283 3.944 0.462
N 0.634 0.315 -1.553
H 3.641 1.534 -0.370
H 3.164 2.367 -1.742
H 3.491 -0.719 -1.429
H 1.490 0.920 0.483
H 0.488 3.057 -1.585
H -0.450 2.343 -0.173
H 2.139 3.498 1.326
H 0.748 0.693 -2.538
H 1.089 -0.630 -1.596
H -0.401 0.461 -1.457
H 3.112 -2.076 -0.238
H 4.654 -2.504 -0.596
O 3.951 -1.859 -0.719
H 1.848 -1.697 2.960
H 1.941 -0.574 2.057
O 1.829 -1.540 2.028
H 2.242 0.318 -4.154
H 1.093 1.083 -5.035
O 1.268 0.483 -4.377
H -2.262 1.134 1.503
H -1.189 -0.097 1.371
O -1.454 0.818 1.084
H -3.747 2.607 2.424
H -3.315 3.509 1.196
O -3.673 2.538 1.503
H -1.901 -1.394 3.493
H -2.049 -0.011 4.191
O -2.026 -0.931 4.414
H -3.750 1.891 -2.339
H -4.076 1.500 -0.873
O -4.479 1.813 -1.761
H -3.909 -0.411 -1.217
H -2.538 -0.285 -0.334
O -2.857 -0.157 -1.254
H -3.632 -1.221 2.700
H -4.023 -0.350 1.500
O -3.289 -0.474 2.213
H 2.384 1.232 3.153
H 0.654 1.242 2.918
O 1.582 0.950 2.708
H 0.332 -2.102 1.595
H -0.570 -3.058 0.761
O -0.551 -2.298 1.296
H 2.190 -2.658 -2.505
H 0.998 -3.084 -1.839
O 1.614 -2.366 -1.919
H -1.120 -3.890 -1.613
H -0.472 -5.096 -0.822
O -0.440 -4.234 -0.930
*
```

Properties
E_tot: -44677.376 eV
LUMO energy: -2.52 eV
HOMO energy: -11.81 eV
Energy above the lowest of the compared OMol25 structures with the same formula, charge and spin: 414.9 kJ/mol

***

Which of these has the lowest energy above the lowest of the compared OMol25 structures with the same formula, charge and spin? C4H5N2S

***

Look up the E_tot of the third one. -9844.670 eV